Entry 1:
ORCA calculation (ωB97M-V/def2-TZVPD) on C23H41F6FeN3O4PS2Si as an isolated structure at a distorted geometry.

The geometry in XYZ format:
```
82
Properties=species:S:1:pos:R:3:lowdin_spin:R:1
Fe -0.609 1.217 -0.618 3.98
F -2.613 2.060 -2.509 0.00
C -2.735 3.395 -2.602 0.00
F -3.683 3.770 -1.748 0.00
F -3.126 3.693 -3.830 0.00
S -1.080 4.173 -2.193 0.00
O -0.641 3.442 -1.010 0.03
O -1.363 5.554 -2.030 0.00
N -0.211 3.874 -3.457 0.00
S 0.581 2.520 -3.623 0.00
O 0.146 1.461 -2.726 0.03
O 1.985 2.685 -3.783 0.00
C -0.062 1.936 -5.266 0.00
F 0.484 0.758 -5.560 0.00
F 0.210 2.795 -6.237 0.00
F -1.383 1.778 -5.182 0.00
C 3.485 0.100 3.441 0.01
C 2.317 0.647 2.628 0.03
C 2.609 2.084 2.160 0.00
C 1.049 0.712 3.490 0.00
P 1.870 -0.400 1.094 0.11
N 0.827 0.452 0.270 0.52
C 1.068 -2.066 1.603 0.01
C 0.926 -2.892 0.318 0.00
C -0.361 -1.777 2.091 0.00
C 1.832 -2.862 2.658 0.00
C 3.384 -0.706 -0.016 0.02
C 2.858 -0.940 -1.442 0.01
C 4.267 -1.864 0.442 0.00
C 4.222 0.575 -0.068 0.00
H 3.691 0.783 4.268 0.00
H 4.393 0.013 2.845 0.00
H 3.263 -0.879 3.864 0.00
H 2.408 2.776 2.980 0.00
H 1.960 2.358 1.329 0.00
H 3.644 2.228 1.862 0.00
H 1.190 1.451 4.281 0.00
H 0.827 -0.240 3.965 0.00
H 0.196 1.019 2.882 0.00
H 0.456 -2.297 -0.465 0.00
H 0.276 -3.747 0.511 0.00
H 1.879 -3.280 -0.035 0.00
H -0.808 -0.968 1.515 0.00
H -0.402 -1.533 3.150 0.00
H -0.976 -2.666 1.938 0.00
H 2.844 -3.109 2.338 0.00
H 1.299 -3.799 2.836 0.00
H 1.892 -2.330 3.607 0.00
H 2.436 -1.932 -1.582 0.00
H 3.680 -0.825 -2.151 0.00
H 2.095 -0.202 -1.691 0.00
H 3.755 -2.822 0.383 0.00
H 4.622 -1.724 1.463 0.00
H 5.140 -1.919 -0.213 0.00
H 3.604 1.429 -0.345 0.00
H 4.990 0.458 -0.835 0.00
H 4.730 0.777 0.874 0.00
C -2.665 2.345 1.267 0.02
Si -3.441 0.685 0.753 0.02
C -5.111 0.918 -0.108 0.00
C -3.670 -0.301 2.369 0.00
N -2.314 0.005 -0.358 0.12
C -2.401 -1.173 -1.047 0.01
C -1.485 -1.443 -2.091 0.02
C -1.545 -2.612 -2.822 0.00
C -2.515 -3.569 -2.548 0.01
C -3.420 -3.330 -1.523 0.00
C -3.365 -2.166 -0.779 0.01
H -2.854 2.566 2.317 0.00
H -3.064 3.167 0.675 0.00
H -1.572 2.341 1.134 0.00
H -5.798 1.542 0.467 0.00
H -5.599 -0.042 -0.282 0.00
H -4.960 1.390 -1.079 0.00
H -4.630 -0.058 2.830 0.00
H -2.887 -0.057 3.089 0.00
H -3.645 -1.380 2.208 0.00
H -0.734 -0.690 -2.316 0.00
H -0.837 -2.785 -3.623 0.00
H -2.571 -4.479 -3.130 0.00
H -4.180 -4.069 -1.297 0.00
H -4.073 -1.999 0.023 0.00
```

## Properties
charge	0
multiplicity	6
HOMO-LUMO gap (alpha / beta)	7.876 / 5.786	eV

---

Entry 2:
ORCA calculation (ωB97M-V/def2-TZVPD) on C23H41N2OP3Sc as an isolated structure at a distorted geometry.

The geometry in XYZ format:
```
71
Properties=species:S:1:pos:R:3:lowdin_charge:R:1
Sc 0.016 0.089 1.230 0.68
P 0.337 -2.118 -0.184 0.75
P 2.707 -0.058 1.662 0.77
P -2.295 0.463 0.113 0.75
H 1.696 2.133 0.088 0.08
C 0.618 2.119 0.334 -0.15
C 0.193 2.405 1.644 -0.10
H 0.928 2.619 2.428 0.09
C 0.970 -1.743 -1.866 -0.22
C 1.501 -3.389 0.444 -0.24
C -1.170 -3.113 -0.504 -0.24
C 3.466 1.412 2.474 -0.23
C 3.405 -1.374 2.757 -0.22
C 3.805 -0.213 0.196 -0.24
C -3.065 2.093 0.443 -0.23
C -3.664 -0.688 0.553 -0.21
C -2.249 0.419 -1.716 -0.25
H -0.047 2.304 -0.528 0.08
H -0.807 2.813 1.833 0.08
H 1.098 -2.693 -2.398 0.08
H 1.931 -1.216 -1.795 0.04
H 0.262 -1.102 -2.407 0.03
H 1.446 -4.268 -0.215 0.08
H 1.199 -3.671 1.464 0.06
H 2.528 -2.998 0.474 0.03
H -0.871 -4.032 -1.028 0.08
H -1.891 -2.545 -1.109 0.03
H -1.638 -3.368 0.458 0.06
H 4.556 1.310 2.546 0.08
H 3.062 1.543 3.488 0.05
H 3.232 2.316 1.906 0.05
H 4.490 -1.463 2.640 0.08
H 2.943 -2.336 2.525 0.03
H 3.180 -1.139 3.803 0.05
H 4.846 -0.063 0.496 0.08
H 3.524 0.554 -0.534 0.05
H 3.687 -1.197 -0.262 0.03
H -3.989 2.207 -0.145 0.08
H -2.358 2.896 0.186 0.05
H -3.297 2.174 1.517 0.06
H -4.555 -0.433 -0.037 0.08
H -3.883 -0.586 1.625 0.04
H -3.363 -1.726 0.358 0.03
H -3.208 0.773 -2.104 0.08
H -2.050 -0.592 -2.090 0.04
H -1.450 1.073 -2.084 0.05
C -0.931 0.085 -5.931 -0.28
C -0.339 0.311 -7.192 0.01
C -0.175 1.655 -7.607 -0.04
C -0.649 2.721 -6.823 -0.05
C -1.370 2.443 -5.638 -0.06
C -1.578 1.119 -5.260 -0.04
O -0.768 -1.020 -5.108 0.03
H -0.404 -1.805 -5.552 0.13
H 0.022 -0.490 -7.827 0.12
H 0.347 1.895 -8.553 0.13
H -0.478 3.755 -7.126 0.12
H -1.756 3.250 -5.012 0.11
H -2.133 0.868 -4.358 0.09
N 2.450 0.016 7.281 0.23
C 1.478 -0.015 6.627 -0.14
C 0.327 -0.036 5.767 -0.16
C -0.972 -0.084 6.266 0.07
C -2.007 -0.102 5.336 0.02
C -1.730 -0.085 3.964 -0.08
N -0.459 -0.081 3.474 -0.05
C 0.548 0.046 4.383 -0.06
H -1.160 -0.083 7.336 0.16
H -3.054 -0.140 5.654 0.14
H -2.536 -0.053 3.230 0.09
H 1.548 0.242 3.991 0.06
```

## Properties
charge	+3
HOMO-LUMO gap (alpha / beta)	4.257 / 1.915	eV

---

Entry 3:
ORCA calculation (ωB97M-V/def2-TZVPD) on C23H41N2OP3Tl as an isolated structure at a distorted geometry.

The geometry in XYZ format:
```
71
Properties=species:S:1:pos:R:3:lowdin_charge:R:1
Tl 0.955 -0.677 -1.508 0.74
P -0.678 -0.426 2.425 0.95
P 2.869 -2.415 -0.096 0.68
P -1.471 -2.140 -0.242 0.72
H -1.824 2.634 -3.859 0.06
C -2.710 2.099 -3.477 -0.08
C -3.330 2.465 -2.344 -0.09
H -2.976 3.267 -1.687 0.05
C -0.066 0.894 3.546 -0.23
C -0.507 -1.868 3.569 -0.23
C -2.480 -0.062 2.602 -0.24
C 3.778 -2.980 -1.596 -0.29
C 4.239 -1.798 0.956 -0.26
C 2.464 -4.013 0.703 -0.27
C -3.016 -1.251 -0.710 -0.25
C -2.238 -3.356 0.909 -0.26
C -1.313 -3.243 -1.708 -0.29
H -3.036 1.211 -4.054 0.05
H -4.284 1.994 -2.078 0.06
H -0.376 1.877 3.173 0.05
H 1.030 0.866 3.561 0.05
H -0.439 0.749 4.571 0.08
H 0.566 -2.064 3.703 0.05
H -0.975 -2.764 3.144 0.02
H -0.956 -1.649 4.547 0.08
H -2.694 0.824 1.985 0.06
H -2.729 0.162 3.650 0.08
H -3.110 -0.890 2.255 0.02
H 4.604 -3.667 -1.349 0.07
H 4.205 -2.108 -2.118 0.05
H 3.105 -3.515 -2.287 0.03
H 5.113 -2.468 0.985 0.07
H 3.863 -1.659 1.980 0.05
H 4.552 -0.815 0.575 0.05
H 3.327 -4.690 0.808 0.07
H 1.675 -4.519 0.127 0.04
H 2.062 -3.810 1.706 0.04
H -3.632 -1.891 -1.353 0.07
H -2.789 -0.317 -1.238 0.03
H -3.586 -0.997 0.190 0.04
H -2.919 -4.015 0.349 0.07
H -2.810 -2.868 1.709 0.04
H -1.458 -3.974 1.371 0.05
H -2.268 -3.761 -1.871 0.07
H -0.532 -3.997 -1.533 0.06
H -1.038 -2.701 -2.623 -0.01
C 0.763 -2.608 -4.920 -0.19
C 1.815 -3.048 -5.735 0.07
C 1.499 -3.764 -6.897 0.04
C 0.160 -4.001 -7.251 0.07
C -0.876 -3.518 -6.437 0.04
C -0.572 -2.761 -5.290 0.06
O 1.003 -2.066 -3.660 -0.14
H 1.958 -1.904 -3.543 0.05
H 2.853 -2.848 -5.453 0.15
H 2.316 -4.122 -7.531 0.15
H -0.067 -4.555 -8.164 0.16
H -1.912 -3.721 -6.701 0.14
H -1.363 -2.294 -4.705 0.14
N 0.695 6.268 3.602 0.22
C 0.807 5.371 2.860 -0.14
C 0.884 4.273 1.937 -0.21
C -0.166 4.020 1.051 0.01
C -0.065 2.936 0.173 -0.13
N 0.993 2.112 0.182 -0.01
C 2.013 2.366 1.007 -0.14
C 2.011 3.445 1.903 0.01
H -1.057 4.656 1.020 0.14
H -0.868 2.717 -0.549 0.10
H 2.891 1.711 0.940 0.11
H 2.857 3.597 2.563 0.13
```

## Properties
charge	+3
HOMO-LUMO gap (alpha / beta)	3.945 / 5.037	eV

---

Entry 4:
ORCA calculation (ωB97M-V/def2-TZVPD) on a 2-piece molecular cluster, C23H41Si overall at a distorted geometry.

The geometry in XYZ format:
```
65
Properties=species:S:1:pos:R:3:nbo_charge:R:1
C 4.630 2.743 -1.135 -0.60
C 3.163 2.304 -0.971 -0.69
C 2.372 3.374 -0.215 -0.60
Si 2.908 0.542 -0.277 1.77
C 2.142 -0.578 -1.621 -0.69
C 1.785 0.128 -2.937 -0.60
C 0.953 -1.405 -1.121 -0.61
C 4.617 -0.177 0.236 -0.67
C 5.055 -1.430 -0.538 -0.60
C 4.764 -0.413 1.744 -0.60
C 1.793 0.552 1.268 -0.94
C 0.383 1.086 1.173 -0.10
C -0.736 0.324 1.206 -0.49
H 4.664 3.721 -1.637 0.21
H 5.129 2.853 -0.162 0.20
H 5.207 2.038 -1.746 0.21
H 2.734 2.230 -1.982 0.23
H 2.590 4.361 -0.646 0.21
H 1.293 3.207 -0.292 0.20
H 2.644 3.408 0.849 0.20
H 2.959 -1.282 -1.841 0.23
H 1.398 -0.611 -3.653 0.21
H 1.008 0.891 -2.789 0.20
H 2.661 0.604 -3.395 0.21
H 0.689 -2.154 -1.882 0.20
H 1.176 -1.943 -0.191 0.20
H 0.072 -0.776 -0.945 0.20
H 5.307 0.634 -0.041 0.23
H 6.069 -1.719 -0.224 0.21
H 4.390 -2.281 -0.336 0.20
H 5.085 -1.258 -1.621 0.21
H 5.794 -0.731 1.958 0.21
H 4.571 0.495 2.327 0.20
H 4.091 -1.206 2.095 0.20
H 1.785 -0.488 1.636 0.24
H 2.372 1.161 1.988 0.25
H 0.318 2.179 1.152 0.21
H -1.711 0.751 0.969 0.18
H -0.671 -0.748 1.405 0.18
C -3.310 0.111 3.465 -0.73
C -3.066 -0.807 2.337 0.20
C -3.724 -0.870 1.103 -0.15
C -3.581 -2.062 0.299 0.15
C -2.899 -3.277 0.848 -0.67
C -4.062 -2.087 -1.000 -0.26
C -4.735 -0.994 -1.556 0.18
C -5.217 -1.050 -2.970 -0.66
C -4.948 0.135 -0.759 -0.26
C -4.483 0.224 0.545 0.15
C -4.771 1.478 1.304 -0.66
H -2.867 -0.335 4.367 0.25
H -2.811 1.076 3.309 0.28
H -4.373 0.283 3.689 0.26
H -2.447 -1.661 2.609 0.22
H -2.933 -4.086 0.108 0.25
H -1.841 -3.087 1.079 0.24
H -3.384 -3.641 1.766 0.24
H -3.908 -2.984 -1.604 0.23
H -5.710 -0.113 -3.243 0.23
H -4.387 -1.220 -3.669 0.26
H -5.930 -1.871 -3.113 0.26
H -5.490 0.984 -1.186 0.23
H -5.321 2.170 0.653 0.24
H -5.398 1.301 2.187 0.24
H -3.858 1.996 1.623 0.24
```

## Properties
charge	+1
HOMO-LUMO gap	5.897	eV

---

Entry 5:
ORCA calculation (ωB97M-V/def2-TZVPD) on C23H42AlN3OPS as an isolated structure at a distorted geometry.

The geometry in XYZ format:
```
72
Properties=species:S:1:pos:R:3:lowdin_spin:R:1
C 1.791 -1.095 -1.120 0.01
N 1.057 -1.550 -0.049 0.04
C 1.546 -2.614 0.657 0.01
C 2.769 -3.193 0.384 0.04
C 3.539 -2.695 -0.661 0.01
C 3.017 -1.669 -1.435 0.04
Al -0.585 -0.837 0.863 0.00
C 0.707 -3.139 1.794 0.00
N -0.039 -2.036 2.482 0.00
C 0.857 -1.407 3.523 0.00
C 2.119 -0.734 3.027 0.00
C 1.348 0.012 -2.004 0.34
P -0.063 0.962 -1.392 0.03
C -1.218 1.298 -2.905 0.02
C -0.566 2.209 -3.947 0.00
C 0.923 2.570 -0.916 0.01
C -0.083 3.669 -0.556 0.00
C 1.763 2.202 0.315 0.00
C 1.892 3.098 -1.986 0.00
C -1.617 -0.006 -3.607 0.02
C -2.503 1.953 -2.364 0.00
C -1.198 -2.579 3.299 0.00
C -2.046 -3.630 2.617 0.00
H 3.129 -3.984 1.041 0.00
H 4.528 -3.092 -0.868 0.00
H 3.558 -1.277 -2.299 0.00
H 2.198 0.686 -2.184 0.00
H 2.340 3.090 0.624 0.00
H 1.135 1.907 1.164 0.00
H 2.488 1.401 0.103 0.00
H 2.262 4.080 -1.641 0.00
H 2.777 2.460 -2.117 0.00
H 1.428 3.254 -2.966 0.00
H 0.451 4.483 -0.043 0.00
H -0.570 4.107 -1.438 0.00
H -0.856 3.306 0.131 0.00
H -1.267 2.305 -4.791 0.00
H -0.389 3.222 -3.567 0.00
H 0.363 1.775 -4.341 0.00
H -0.742 -0.553 -4.000 0.02
H -2.191 -0.666 -2.943 0.00
H -2.264 0.249 -4.464 0.00
H -2.315 2.884 -1.818 0.00
H -3.148 2.183 -3.225 0.00
H -3.056 1.278 -1.699 0.00
H 0.013 -3.896 1.395 0.00
H 1.333 -3.662 2.540 0.00
H 0.221 -0.716 4.100 0.00
H 1.137 -2.224 4.210 0.00
H -1.801 -1.706 3.587 0.00
H -0.772 -3.001 4.224 0.00
H -2.910 -3.820 3.268 0.00
H -2.429 -3.290 1.646 0.00
H -1.503 -4.581 2.511 0.00
H 2.543 -0.178 3.874 0.00
H 2.866 -1.476 2.726 0.00
H 1.963 -0.020 2.206 0.00
H 1.007 -0.581 -4.113 0.28
C -2.946 -1.941 -0.486 0.00
H -3.343 -2.908 -0.133 0.00
H -2.397 -2.125 -1.433 0.00
H -3.792 -1.259 -0.690 0.00
O -2.133 -1.378 0.519 0.00
H 1.196 -0.427 -3.273 0.11
S -2.655 2.908 1.952 0.00
C -1.324 2.760 3.085 0.00
C -0.622 1.612 2.869 0.00
N -1.083 0.858 1.775 0.00
C -2.149 1.480 1.178 0.00
H -1.135 3.472 3.877 0.00
H 0.211 1.241 3.462 0.00
H -2.766 0.972 0.447 0.00
```

## Properties
charge	+2
multiplicity	2
HOMO-LUMO gap (alpha / beta)	7.736 / 7.517	eV

---

Entry 6:
ORCA calculation (ωB97M-V/def2-TZVPD) on C23H42BBrF4O3P2RhS as an isolated structure at a distorted geometry.

The geometry in XYZ format:
```
78
Properties=species:S:1:pos:R:3:lowdin_spin:R:1
Rh 0.304 -0.350 0.289 2.40
Br 6.134 1.746 1.160 0.32
C 4.740 1.339 2.373 0.01
C 5.015 1.145 3.715 0.01
C 3.963 0.888 4.584 0.00
C 2.654 0.843 4.118 0.00
C 2.404 1.029 2.769 0.01
C 3.449 1.258 1.886 0.01
C 3.210 1.446 0.408 0.04
O 4.134 1.996 -0.259 0.57
O 2.139 1.072 -0.100 0.10
H 6.033 1.207 4.075 0.00
H 4.175 0.742 5.635 0.00
H 1.825 0.673 4.791 0.00
H 1.386 1.012 2.400 0.00
O -0.511 1.776 -0.243 0.07
S 0.074 3.094 0.238 0.01
C -0.769 4.331 -0.839 0.01
C -1.818 5.051 0.008 0.00
C -2.245 4.073 1.098 0.00
C -0.948 3.538 1.680 0.00
H -1.213 3.736 -1.635 0.00
H -0.016 4.996 -1.257 0.00
H -2.662 5.368 -0.604 0.00
H -1.384 5.940 0.468 0.00
H -2.818 3.246 0.670 0.00
H -2.860 4.551 1.860 0.00
H -1.060 2.639 2.284 0.00
H -0.398 4.300 2.239 0.00
F -0.704 0.538 2.206 0.04
B -0.822 -0.646 3.044 0.00
F -2.114 -1.085 3.083 0.00
F -0.234 -0.419 4.255 0.00
F -0.001 -1.583 2.273 0.05
C 2.996 -2.506 1.399 0.02
P 2.092 -2.028 -0.116 0.11
C 3.440 -1.552 -1.263 0.02
C 1.579 -3.693 -0.679 0.01
H 3.646 -3.354 1.176 0.00
H 2.274 -2.793 2.163 0.00
H 3.595 -1.679 1.774 0.00
H 3.924 -2.441 -1.666 0.00
H 4.180 -0.962 -0.723 0.00
H 3.062 -0.943 -2.082 0.00
H 2.471 -4.297 -0.849 0.00
H 0.983 -3.657 -1.588 0.00
H 0.988 -4.156 0.111 0.00
C 0.132 -1.729 -3.431 0.00
C -0.943 -0.706 -3.070 0.02
C -0.367 0.700 -3.259 0.00
P -1.557 -0.860 -1.315 0.10
C -2.448 -2.491 -1.072 0.01
C -2.034 -3.113 0.262 0.00
C -2.350 -3.497 -2.215 0.00
C -2.970 0.347 -1.247 0.02
C -3.986 0.131 -2.370 0.01
C -3.614 0.293 0.141 0.00
H 0.491 -1.529 -4.443 0.00
H -0.228 -2.753 -3.408 0.00
H 0.981 -1.634 -2.752 0.00
H -1.806 -0.847 -3.725 0.00
H 0.461 0.867 -2.566 0.00
H -1.110 1.477 -3.086 0.00
H 0.009 0.808 -4.278 0.00
H -3.494 -2.192 -0.985 0.00
H -0.951 -3.226 0.334 0.00
H -2.483 -4.103 0.367 0.00
H -2.361 -2.508 1.106 0.00
H -1.372 -3.976 -2.256 0.00
H -2.571 -3.052 -3.186 0.00
H -3.084 -4.286 -2.043 0.00
H -2.520 1.331 -1.365 0.00
H -4.334 -0.902 -2.420 0.00
H -3.581 0.405 -3.344 0.00
H -4.859 0.760 -2.187 0.00
H -4.162 -0.636 0.303 0.00
H -4.324 1.114 0.255 0.00
H -2.861 0.382 0.925 0.00
```

## Properties
charge	+1
multiplicity	5
HOMO-LUMO gap (alpha / beta)	8.040 / 6.058	eV